H28O14 | ωB97M-V with the def2-TZVPD basis set

Cartesian coordinates (Å):
O 0.719 -1.635 0.411
O 2.958 0.041 1.637
O -1.151 -1.029 -2.944
O 1.424 0.752 -2.270
O -2.359 2.779 1.431
O 0.742 3.481 -0.609
O 0.631 -0.902 2.993
O -3.517 -0.065 -1.364
O -1.799 -2.474 -0.598
O -1.868 0.060 2.891
O -0.522 0.674 -0.197
O 0.696 1.762 1.991
O 1.306 -2.122 -2.690
O 3.076 -0.695 -0.821
H 0.657 1.011 -1.724
H 1.398 3.342 -1.311
H 1.550 -2.373 -3.573
H 0.359 -1.656 3.540
H -3.162 -0.533 -0.609
H -1.844 0.616 2.188
H -0.006 -0.129 -0.371
H -2.375 3.219 0.587
H -3.023 2.035 1.429
H -1.895 -0.435 -2.631
H 0.885 2.729 -0.047
H 2.580 -0.312 0.841
H -0.240 0.939 0.692
H 3.009 -1.646 -0.740
H 0.734 2.249 2.869
H -4.152 -0.630 -1.748
H 1.478 1.268 1.754
H -1.725 0.597 3.661
H 2.498 -0.372 -1.542
H -0.176 -0.369 2.919
H -1.447 -1.312 -3.870
H -1.498 -1.872 -1.290
H -1.196 -2.181 0.080
H 0.595 -1.671 1.364
H 1.298 -2.380 0.364
H 2.775 -0.712 2.180
H 0.533 -1.539 -2.775
H 2.053 1.490 -2.094

Properties
- calculated total energy (eV) = -29119.929
- relative energy (zero: lowest compared OMol25 entry of this formula, charge and spin) (kcal/mol) = 39.73
- HOMO-LUMO gap (eV) = 10.67

=====

C2H5Cl4N2OP | ωB97M-V with the def2-TZVPD basis set

Cartesian coordinates (Å):
Cl -3.939 -0.528 0.239
Cl -1.413 2.336 -2.593
Cl -3.427 -0.796 -2.607
Cl -4.598 1.658 -1.381
P -1.844 1.538 -0.821
O -2.021 2.526 0.293
N -0.774 0.334 -0.235
N -0.771 -0.770 -1.128
C 0.422 0.754 0.515
C -3.422 0.340 -1.155
H 0.791 0.104 1.264
H -0.047 1.580 0.965
H 1.186 1.160 -0.172
H 0.086 -1.081 -1.400
H -1.340 -1.552 -0.699

Properties
- calculated total energy (eV) = -66561.046
- relative energy (zero: lowest compared OMol25 entry of this formula, charge and spin) (kcal/mol) = 0.00
- HOMO-LUMO gap (eV) = 9.84

=====

C6H9IOS | ωB97M-V with the def2-TZVPD basis set

Cartesian coordinates (Å):
I -2.682 0.692 0.130
S 0.681 -1.926 0.831
O -1.701 -2.652 -0.664
C -0.805 -0.344 -0.119
C -0.929 -1.830 -0.172
C 0.395 -0.101 0.726
C -0.524 0.040 -2.370
C 0.075 0.518 2.120
C 1.589 0.667 0.056
H 0.086 -0.892 -2.575
H 1.832 0.117 -0.841
H -0.831 0.166 2.619
H 0.858 0.610 2.818
H 2.362 0.621 0.728
H 1.272 1.680 -0.222
H -0.097 0.992 -2.596
H -0.008 1.626 1.847
H -1.571 0.016 -2.316

Properties
- calculated total energy (eV) = -27348.049
- relative energy (zero: lowest compared OMol25 entry of this formula, charge and spin) (kcal/mol) = 34.04
- HOMO-LUMO gap (spin up / spin down) (eV) = 8.22 / 8.21

=====

C3H4InLiO5 | ωB97M-V with the def2-TZVPD basis set

Cartesian coordinates (Å):
In 1.047 2.068 0.302
O 2.116 0.719 -0.393
O -0.806 1.640 -0.152
O -2.335 -1.410 0.915
O 2.941 -0.894 -1.625
O 0.721 -0.745 -1.368
C -1.624 0.755 0.117
C 1.891 -0.321 -1.192
C -1.291 -0.488 0.834
Li 3.995 0.359 -0.644
H -2.847 -1.263 1.716
H -0.399 -0.916 0.109
H -0.819 -0.262 1.805
H -2.590 0.758 -0.426

Properties
- multiplicity = 2
- ⟨S²⟩ = 0.752
- calculated total energy (eV) = -18784.212
- net charge = +1
- HOMO-LUMO gap (spin up / spin down) (eV) = 8.32 / 5.68